[1]
Computed, not measured: a molecular structure, C4HLiO4Pb in a non-equilibrium geometry, with wB97M-V/def2-TZVPD.

As for the HOMO energy: -17.1 eV. Its total energy is -653.5201 Eh. Its charge is +2. The lowest unoccupied orbital energy comes out at -10.21 eV.

Each line ends with the Mulliken charge.
CARTESIAN COORDINATES (ANGSTROEM)
Pb: 1.46508 2.65245 1.76125  1.324
O: 0.21222 1.03895 0.66212  -0.264
O: -0.04497 1.26634 -1.42398  -0.225
O: 1.52925 2.49345 -0.33716  -0.512
O: -0.29963 -2.96791 1.00793  -0.094
C: -0.62259 -0.24574 -1.24589  0.070
C: 0.76427 1.52742 -0.42647  0.866
C: -1.08025 0.33003 -0.17702  -0.625
C: -0.00387 -3.98983 0.62334  0.085
Li: -1.08802 -1.07016 1.51001  0.972
H: -0.83150 -1.03499 -1.95413  0.404

=====

[2]
Computed, not measured: C4H3F3N2O2S in the gas phase in a non-equilibrium geometry, with wB97M-V/def2-TZVPD.

As for the HOMO energy: -9.7 eV. Its total energy is -1111.9559 Eh. The lowest unoccupied orbital energy comes out at 0.24 eV. Its SMILES is O=S(=O)=c1[nH]ccn1C(F)(F)F.

Each line ends with the Mulliken charge.
CARTESIAN COORDINATES (ANGSTROEM)
S: -3.70580 0.48974 0.01723  0.705
F: -2.53698 -1.85153 2.07548  -0.218
F: -0.68681 -2.10081 3.04675  -0.256
F: -1.22289 -3.43388 1.46369  -0.297
O: -3.16509 1.28693 -1.07364  -0.600
O: -3.67363 1.14428 1.35765  -0.490
N: -0.73797 -1.25289 0.95151  0.181
N: -0.86146 0.23926 -0.69715  0.010
C: 0.47179 0.07895 -0.38972  -0.427
C: -1.67815 -0.48915 0.13199  -0.312
C: -1.26747 -2.10454 1.87089  0.882
C: 0.56439 -0.89948 0.58974  -0.253
H: -1.31488 0.94461 -1.28336  0.289
H: 1.32321 -1.55397 0.90857  0.430
H: 1.35287 0.35534 -0.95222  0.356

=====

[3]
Computed, not measured: 14 unconnected molecules or ions with the total composition C18H24BCl39FNO2, with wB97M-V/def2-TZVPD.

As for the HOMO energy: -9.6 eV. Its total energy is -18977.6799 Eh. The lowest unoccupied orbital energy comes out at 0.18 eV.

Each line ends with the Mulliken charge.
CARTESIAN COORDINATES (ANGSTROEM)
Cl: 10.52704 -0.03427 -0.46996  -0.147
Cl: -5.97634 5.72255 1.52759  -0.116
Cl: -5.14485 -10.23823 5.41858  -0.109
Cl: 0.49578 9.98733 -1.62413  -0.065
Cl: -2.35380 9.64997 -2.05848  -0.121
Cl: -1.43384 -4.99287 -0.01457  -0.090
Cl: -3.03020 -8.01174 -5.01651  -0.134
Cl: 4.51290 12.43557 -2.42422  -0.118
Cl: -4.98882 -6.41302 4.33913  -0.089
Cl: 2.94953 11.50221 -0.15888  -0.111
Cl: 0.35008 1.75895 3.44729  -0.087
Cl: -4.25230 -8.27292 7.36425  -0.111
Cl: -3.80841 0.33806 -0.34893  0.025
Cl: -0.77903 -2.70472 -1.68559  -0.167
Cl: 2.69790 -9.67873 -1.32036  -0.124
Cl: -3.04429 -6.26475 -2.69441  0.005
Cl: 2.30843 14.03693 -1.41870  -0.120
Cl: -5.59352 -4.07077 -1.16812  -0.014
Cl: 5.62759 6.01296 -0.34448  -0.133
Cl: -6.72668 -5.53580 2.17857  -0.132
Cl: -4.51123 -3.35751 -3.76774  -0.106
Cl: 9.28505 2.31877 0.70172  -0.135
Cl: -2.43780 2.18971 2.75097  -0.055
Cl: -3.04993 2.58040 -2.02347  -0.100
Cl: 0.99954 -7.54937 -0.32092  -0.028
Cl: 7.76451 4.77309 -1.90656  -0.110
Cl: -2.35092 -9.44817 5.50952  -0.100
Cl: -4.05622 6.98080 -0.26247  -0.032
Cl: -5.01798 2.95707 0.07692  -0.036
Cl: -7.35836 -3.07217 -3.25291  -0.130
Cl: -6.90223 7.19521 -0.79268  -0.132
Cl: 5.04416 3.80145 -2.13921  -0.137
Cl: -0.65641 7.31457 -1.74050  -0.115
Cl: -2.60233 -2.39275 0.55299  -0.139
Cl: -3.88584 -5.91963 1.69805  -0.016
Cl: 0.79655 -10.21596 0.81010  -0.120
Cl: -0.75509 -7.95524 -3.19732  -0.074
Cl: 9.57640 2.12646 -2.17602  -0.114
Cl: -1.74966 0.63738 5.10900  -0.125
F: 5.03830 2.14812 0.82327  -0.257
O: 0.22139 1.87549 -0.77498  -0.535
O: 6.31708 0.59827 -0.04430  -0.540
N: 3.81435 -1.09709 1.15815  -0.640
C: -5.90676 -4.00671 -2.90480  -0.021
C: -4.35878 1.83201 -1.11448  -0.264
C: -0.31005 0.71242 -0.14247  0.478
C: 0.75286 -0.12954 0.54831  0.057
C: 5.24918 1.11522 -0.02741  0.408
C: 3.60052 12.91354 -0.99514  0.036
C: -2.02349 -3.48344 -0.70604  0.929
C: -1.29129 1.98552 4.07203  -0.100
C: -0.75071 8.97018 -2.34545  0.000
C: 1.77708 -0.76773 -0.44175  -0.392
C: 9.30902 1.22352 -0.68331  0.486
C: 6.24665 4.52695 -1.06057  0.422
C: -3.81412 -9.71881 6.45519  -0.019
C: 1.87788 -9.01931 0.09630  -0.046
C: -2.04616 -7.01818 -3.94068  -0.046
C: 4.06490 0.70328 -0.82741  -0.345
C: -5.29343 -6.47551 2.60495  -0.038
C: -5.65771 7.08699 0.45685  -0.018
B: 3.22914 -0.40358 -0.00789  0.023
H: -5.70001 7.99207 1.04856  0.315
H: 1.70259 -1.86308 -0.35712  0.177
H: -0.58447 8.94515 -3.41453  0.288
H: 2.63019 -8.76660 0.83200  0.326
H: -2.85827 -3.71724 -1.35587  -0.659
H: 3.89426 -0.51057 1.98756  0.270
H: 0.69240 2.39134 -0.10662  0.335
H: -0.80074 0.10124 -0.91151  0.188
H: -5.47907 -7.50773 2.33689  0.271
H: 1.25977 0.47889 1.31735  -0.177
H: 4.47868 0.29558 -1.76155  0.290
H: -3.61515 -10.51195 7.16384  0.340
H: -1.59550 -6.23037 -4.53073  0.276
H: 1.54649 -0.51066 -1.48508  0.364
H: 6.43816 3.82454 -0.25847  -0.051
H: -1.29936 2.88802 4.66910  0.361
H: -6.06551 -5.02079 -3.25017  0.304
H: 0.24970 -0.93650 1.10192  0.153
H: 8.33772 0.74860 -0.74029  -0.048
H: 4.27614 13.41912 -0.31776  0.319
H: 4.76214 -1.41335 0.94520  0.283
H: 3.45202 1.58304 -1.05846  0.289
H: -1.08479 0.98241 0.59419  -0.400
H: -5.15266 1.57640 -1.80436  0.371

=====

[4]
Computed, not measured: a molecular structure, C27H41GeN4PTl in a non-equilibrium geometry, with wB97M-V/def2-TZVPD.

As for the HOMO energy: -11.1 eV. Its total energy is -3862.9911 Eh. Its charge is +1. The lowest unoccupied orbital energy comes out at -4.09 eV.

Each line ends with the Mulliken charge.
CARTESIAN COORDINATES (ANGSTROEM)
Tl: 1.28411 -0.34927 0.63960  0.414
Ge: 3.53533 -1.61472 1.51077  0.153
P: -1.31262 0.29145 -1.22669  -0.602
N: -1.93830 -0.17785 -2.68421  0.320
N: -2.63338 0.22875 -0.23507  0.904
N: -0.91015 1.88670 -1.37056  0.953
N: -0.05619 -0.58762 -0.82224  -0.523
C: 6.29101 1.71792 3.34239  -0.424
C: -1.14955 0.26392 -3.86100  -0.324
C: 2.05780 -3.84427 4.73527  -0.700
C: 3.06393 -5.38338 3.17844  -0.570
C: -2.40682 -1.58857 -2.76578  -0.923
C: 2.42954 -5.13758 4.38628  -0.430
C: -1.65842 4.14288 -0.71875  -0.756
C: 5.84255 0.06982 1.65146  -0.402
C: -1.45527 -1.92290 -5.06247  -0.567
C: 0.54717 3.77995 -1.93219  -1.028
C: -1.95400 2.90123 -1.54950  -0.457
C: 2.98239 -3.03096 2.66458  0.726
C: 0.48085 2.34788 -1.42429  -0.581
C: 5.06034 1.45415 3.93304  -0.701
C: -0.25324 4.71214 -1.02275  -0.681
C: 4.61387 -0.21120 2.24729  0.712
C: -1.69287 -0.40510 -5.11212  -1.050
C: 2.32948 -2.79193 3.87610  -0.174
C: 6.68033 1.03215 2.20295  -0.578
C: -1.46570 -2.43083 -3.61307  -0.814
C: -4.02719 0.05734 -0.69758  -0.695
C: -3.41875 -0.23148 2.05355  -0.991
C: 3.33462 -4.33343 2.31028  -0.418
C: 4.22233 0.49585 3.38588  -0.172
C: -2.46795 0.57324 1.17743  -0.103
C: -4.89090 0.00434 1.64726  -0.601
C: -4.98375 0.70475 0.29034  -0.920
H: -1.22491 1.34836 -3.93920  0.167
H: -0.32939 5.69608 -1.48522  0.298
H: -0.49844 -2.16544 -5.52810  0.326
H: 1.55847 -3.65827 5.67700  0.389
H: 3.82391 -4.53270 1.36394  0.296
H: 3.26090 0.30370 3.84901  0.201
H: -2.22875 -2.43072 -5.64076  0.314
H: 2.21956 -5.95779 5.06011  0.395
H: -5.40665 -0.95541 1.58115  0.309
H: 0.15979 3.81319 -2.95353  0.321
H: -0.08733 0.00865 -3.74844  0.423
H: -5.41006 0.59172 2.40498  0.332
H: -3.41323 -1.60535 -3.19405  0.325
H: -4.74208 1.76685 0.38998  0.269
H: 4.75731 1.99499 4.82001  0.390
H: 3.34626 -6.39239 2.90845  0.386
H: 6.94724 2.46213 3.77423  0.397
H: -5.99966 0.64186 -0.09994  0.444
H: -1.21463 0.03190 -5.98881  0.420
H: 4.16616 -2.16539 0.22836  -0.043
H: 7.63582 1.24394 1.74138  0.385
H: -2.42821 4.88751 -0.92425  0.490
H: -2.46899 -1.99495 -1.75639  0.587
H: 0.29923 4.84582 -0.08993  0.325
H: 6.15271 -0.46133 0.75874  0.290
H: 2.03396 -1.78683 4.15426  0.213
H: -3.25605 0.04570 3.09591  0.440
H: 1.07523 1.68637 -2.05684  0.389
H: -2.76098 -0.18508 -5.18345  0.326
H: -4.27594 -1.00588 -0.77920  0.436
H: -0.46852 -2.36864 -3.17106  0.227
H: -2.90442 2.46564 -1.24514  0.091
H: -1.73885 3.88062 0.33847  0.129
H: -4.13564 0.49222 -1.68992  0.526
H: -1.77384 -3.47638 -3.57563  0.400
H: -2.62249 1.64694 1.34332  0.159
H: -3.16137 -1.28801 1.95346  0.311
H: -1.43735 0.36055 1.47073  -0.103
H: -2.05385 3.17293 -2.60632  0.429
H: 1.59044 4.09426 -1.97442  0.419
H: 0.93406 2.32524 -0.41756  0.174

=====

[5]
Computed, not measured: C4H7NO in the gas phase, with wB97M-V/def2-TZVPD.

As for the HOMO energy: -10.1 eV. Its total energy is -286.4718 Eh. The lowest unoccupied orbital energy comes out at -1.48 eV.

Each line ends with the Mulliken charge.
CARTESIAN COORDINATES (ANGSTROEM)
O: 2.89624 0.38374 0.72253  -0.574
N: 1.66468 -1.18797 0.19301  -0.449
C: -1.58981 -0.35721 0.33480  -1.220
C: -0.35744 -0.25790 -0.54446  -0.060
C: 1.78128 0.11490 0.26430  0.627
C: 0.59297 0.89836 -0.19780  -0.536
H: -0.59640 -0.28852 -1.61077  0.393
H: 0.22142 1.54530 0.60420  0.296
H: 0.86070 1.53105 -1.04893  0.275
H: -2.22746 0.52683 0.20971  0.337
H: -2.18110 -1.24334 0.08853  0.356
H: -1.29818 -0.41988 1.38801  0.330
H: 0.23310 -1.24535 -0.40314  0.224

=====

[6]
Computed, not measured: a gas-phase ion, C3H6N2OP (charge +1) in a non-equilibrium geometry, with wB97M-V/def2-TZVPD.

As for the HOMO energy (alpha / beta): -13.8 / -13.8 eV. Its total energy is -643.5718 Eh. Its charge is +1. The lowest unoccupied orbital energy (alpha / beta) comes out at -5.31 / -5.31 eV. Its SMILES is CC(=C=[N+]=N)OP.

Each line ends with the Mulliken charge.
CARTESIAN COORDINATES (ANGSTROEM)
P: -1.74784 -1.64810 2.03802  0.225
O: -0.97584 -0.83742 0.24717  -0.517
N: 0.84476 0.68736 -2.31774  0.729
N: 1.58809 0.91792 -3.19622  -0.813
C: 0.31004 0.22775 -1.34854  0.069
C: 0.76741 0.67719 1.09957  -0.954
C: 0.00574 -0.03915 -0.02341  0.707
H: 1.83417 0.53398 0.93122  0.332
H: 1.48120 0.66515 -4.18550  0.322
H: 0.59335 1.81313 1.20349  0.293
H: -2.58776 -0.69421 2.45156  0.142
H: -2.68842 -2.35237 1.10531  0.170
H: 0.57510 0.04877 1.99509  0.295